Entry from the Open Molecules 2025 dataset: a 2-piece molecular cluster, C17H20BNO13 overall (the ωB97M-V functional and the def2-TZVPD basis).

Element x y z (Å)
C 2.492 -0.509 1.332
C 1.846 0.577 0.510
O 0.779 1.170 1.255
C -0.238 1.675 0.437
C -0.127 3.130 0.049
O -0.278 4.013 1.144
C -1.619 4.109 1.568
C -1.881 3.195 2.780
O -3.053 2.384 2.561
C -2.931 1.064 3.022
C -2.695 0.110 1.866
C -1.742 -0.872 2.016
N -1.434 -1.697 1.005
C -2.009 -1.609 -0.199
C -2.979 -0.660 -0.401
C -3.350 0.190 0.638
C -4.486 1.164 0.433
O -5.290 1.367 1.282
O -4.490 1.783 -0.784
H 1.798 -1.340 1.459
H 3.377 -0.877 0.822
H 2.771 -0.117 2.307
H 1.439 0.137 -0.402
H 2.598 1.316 0.241
H -0.309 1.083 -0.485
H -1.175 1.540 0.964
H -0.887 3.327 -0.715
H 0.843 3.325 -0.405
H -1.877 5.135 1.816
H -2.297 3.810 0.763
H -1.012 2.559 2.935
H -2.037 3.796 3.675
H -2.082 0.961 3.699
H -3.815 0.756 3.582
H -1.189 -1.003 2.933
H -0.720 -2.402 1.148
H -1.686 -2.288 -0.971
H -3.449 -0.582 -1.367
H -4.909 1.230 -1.454
B 3.722 -3.152 -3.174
O 4.241 -2.317 -2.063
C 3.858 -1.069 -2.229
O 4.066 -0.149 -1.488
C 3.026 -0.995 -3.531
O 2.496 -0.012 -3.964
O 2.974 -2.211 -4.039
O 4.799 -3.832 -3.899
C 4.612 -5.147 -3.849
O 5.308 -5.983 -4.339
C 3.321 -5.402 -3.035
O 2.839 -6.465 -2.783
O 2.843 -4.218 -2.666

The value obtained for the HOMO-LUMO gap is 5.7 eV. Its strongest force on any atom is 0.6 eV Å⁻¹.

=====

Entry from the Open Molecules 2025 dataset: C17H20CdN7OS5 as an isolated structure (the ωB97M-V functional and the def2-TZVPD basis).

Element x y z (Å)
Cd 0.256 -0.577 -0.545
C 0.401 0.289 2.958
C 0.511 1.615 2.181
N 1.358 1.504 1.005
C 2.777 1.724 1.188
C 3.523 0.573 1.873
S 3.224 -1.062 1.112
C 2.367 -1.966 2.448
C 0.845 -2.073 2.327
N 0.186 -0.807 2.029
H -0.403 0.373 3.697
H 1.321 0.115 3.513
H 0.850 2.409 2.863
H -0.484 1.880 1.825
H 0.986 2.114 0.292
H 2.978 2.636 1.776
H 3.216 1.866 0.198
H 3.280 0.507 2.932
H 4.595 0.757 1.795
H 2.673 -1.506 3.388
H 2.778 -2.974 2.431
H 0.473 -2.528 3.257
H 0.613 -2.754 1.505
H -0.806 -0.974 1.900
O 1.115 -4.010 -6.432
C 1.073 -3.386 -5.398
S 0.686 -1.669 -5.293
C 0.812 -1.501 -3.543
C 1.105 -2.620 -2.846
S 1.299 -2.809 -1.133
S 1.327 -4.088 -3.803
S 0.537 0.111 -2.942
C 0.403 3.300 -2.221
C -0.901 2.722 -1.788
N -1.124 2.068 -0.670
C -2.470 1.776 -0.655
C -3.061 2.257 -1.781
N -2.051 2.863 -2.490
H 1.202 2.578 -2.052
H 0.622 4.213 -1.663
H 0.387 3.531 -3.285
H -2.925 1.242 0.163
H -4.074 2.196 -2.135
H -2.136 3.264 -3.405
N -1.846 -1.392 -0.110
C -2.917 -1.667 0.237
C -4.184 -1.915 0.736
C -4.671 -1.038 1.730
N -5.056 -0.323 2.553
C -4.993 -2.986 0.304
N -5.676 -3.858 -0.024

The value obtained for the HOMO-LUMO gap is 6.2 eV. As for the total charge: -1. Its energy relative to the best compared isomer or geometry (same formula, charge and spin) is 3.16 kcal/mol. Its strongest force on any atom is 0.6 eV Å⁻¹.

=====

Entry from the Open Molecules 2025 dataset: C17H20CeNO4S as an isolated structure at a distorted geometry (the ωB97M-V functional and the def2-TZVPD basis).

Element x y z (Å)
Ce 0.562 0.132 -0.301
C -0.447 1.312 3.396
C 0.682 1.338 2.409
C 1.659 0.338 2.403
C 2.771 0.414 1.562
C 2.903 1.484 0.681
C 1.927 2.476 0.660
C 0.826 2.402 1.503
H -0.184 1.961 4.235
H -0.613 0.312 3.796
H -1.374 1.688 2.965
H 1.583 -0.480 3.109
H 3.552 -0.332 1.637
H 3.793 1.582 0.073
H 2.051 3.339 0.017
H 0.103 3.209 1.513
C -9.138 3.337 -0.040
C -8.260 2.132 -0.208
C -7.613 1.871 -1.420
C -6.826 0.745 -1.586
C -6.673 -0.123 -0.505
C -7.308 0.113 0.723
C -8.088 1.238 0.859
S -5.741 -1.577 -0.676
O -5.486 -1.801 -2.070
O -6.295 -2.602 0.159
N -4.313 -1.132 0.080
C -3.479 -2.269 0.486
C -2.454 -1.812 1.545
C -1.340 -1.070 0.943
O -0.192 -1.632 0.720
O -1.427 0.166 0.551
H -9.377 3.796 -0.997
H -8.646 4.087 0.583
H -10.071 3.066 0.456
H -7.757 2.548 -2.255
H -6.365 0.522 -2.539
H -7.203 -0.591 1.538
H -8.597 1.421 1.798
H -3.853 -0.486 -0.556
H -2.984 -2.788 -0.339
H -4.115 -3.000 0.980
H -2.024 -2.688 2.029
H -2.975 -1.178 2.263

The value obtained for the HOMO-LUMO gap (spin up / spin down) is 4.9 / 5.0 eV. As for the total charge: +2. As for the multiplicity: 2. Its strongest force on any atom is 1.6 eV Å⁻¹.